ORCA calculation (ωB97M-V with the def2-TZVPD basis set) on a structure of composition C28H28CuIN4O3.

Properties
Relative energy (zero: lowest compared OMol25 entry of this formula, charge and spin): 0.0 kJ/mol
LUMO (alpha / beta): 0.0755 / 0.0755 Eh
⟨S²⟩: 0.7550
Gap between HOMO and LUMO (alpha / beta): 7.411 / 7.945 eV
E: -94334.6136 eV

The geometry in ORCA input format:
```
! wB97M-V def2-TZVPD RIJCOSX def2/J DEFGRID3
* xyz -1 2
Cu -0.46159 -0.72951 0.05256
C 3.13983 1.00328 2.05039
C 2.49139 1.41296 3.16248
C 1.23607 0.95178 3.48227
C 0.63153 0.07304 2.64548
N 1.16677 -0.21507 1.53577
C 2.37697 0.21848 1.20189
C -0.68471 -0.55588 2.94768
C -1.20159 -0.60015 4.23855
C -2.41533 -1.19524 4.39914
C -3.17073 -1.65682 3.31730
C -2.53427 -1.62008 2.09787
C -1.33863 -1.04410 1.79849
H 4.14282 1.32425 1.84332
H 3.13121 2.09184 3.83071
H 0.85009 1.26687 4.43914
H 2.83438 -0.17979 0.33560
H -0.73344 -0.17195 5.11101
H -2.86602 -1.32040 5.35981
H -4.13436 -2.19220 3.44312
H -3.13437 -2.00993 1.29084
C -0.47211 2.89683 -0.35376
N -1.80325 3.01830 0.13454
C -1.88632 3.47749 1.56252
C -2.68269 1.83886 0.02780
C -2.49828 1.01552 -1.27575
C -3.20015 1.46437 -2.35272
C -3.11973 0.90321 -3.58784
C -2.31284 -0.20240 -3.75291
C -1.54834 -0.64970 -2.71442
C -1.58130 -0.04015 -1.46168
H -0.02931 3.88486 -0.38674
H -0.48159 2.48347 -1.33743
H 0.31303 2.41860 0.23533
H -1.51114 4.51734 1.51612
H -1.18963 2.91240 2.16122
H -2.90846 3.55536 1.86513
H -3.68555 2.21932 0.09567
H -2.57842 1.11763 0.87481
H -3.90967 2.36678 -2.18097
H -3.77865 1.34443 -4.35379
H -2.19683 -0.59448 -4.78609
H -0.81284 -1.48784 -2.86323
N 0.74678 -4.67706 -0.89153
C -0.23569 -5.05170 -0.06630
N -0.49676 -4.19742 0.95607
O -0.88946 -6.06551 -0.22338
H 1.35097 -3.87413 -0.75499
H 1.00029 -5.40751 -1.50096
H -0.19911 -3.25429 0.86761
H -1.41946 -4.42870 1.33053
I 4.41995 3.67380 -4.00736
C 3.76091 1.77472 -3.39168
C 2.43509 1.57678 -3.22570
C 2.01602 0.40184 -2.58293
C 2.92144 -0.55423 -2.14750
C 4.25701 -0.35411 -2.29202
C 4.67462 0.82493 -2.95494
C 2.41628 -1.79794 -1.48474
O 3.13560 -2.80541 -1.49790
O 1.24513 -1.71990 -0.90713
H 1.68518 2.29992 -3.49963
H 0.95222 0.26170 -2.41759
H 4.98226 -1.03681 -1.90744
H 5.78878 1.09946 -3.04972
*
```

What are the natural (NBO) partial charges on each atom? They are as follows, in elementary charge units: 1.18, -0.28, -0.15, -0.26, 0.20, -0.49, 0.09, -0.03, -0.25, -0.23, -0.21, -0.26, -0.41, 0.22, 0.21, 0.21, 0.21, 0.20, 0.19, 0.21, 0.20, -0.42, -0.44, -0.41, -0.24, -0.08, -0.21, -0.25, -0.23, -0.26, -0.40, 0.18, 0.22, 0.16, 0.18, 0.18, 0.20, 0.19, 0.19, 0.19, 0.20, 0.20, 0.22, -0.84, 0.77, -0.85, -0.71, 0.44, 0.39, 0.40, 0.39, 0.10, -0.15, -0.25, -0.19, -0.09, -0.19, -0.25, 0.75, -0.70, -0.87, 0.22, 0.25, 0.24, 0.22